The following is a DFT calculation (ωB97M-V/def2-TZVPD) of the molecule C2H4N2S2 at a distorted geometry.

Summary:
SMILES string = C1=NSCSN1
E_LUMO = 0.63 eV
Molar mass = 120.2 g/mol
HOMO level = -8.16 eV
Frontier orbital gap = 8.79 eV
Calculated total energy = -984.4485 a.u.

Each line ends with the natural charge from an NBO analysis.
Positions of all 10 atoms, in Å:
C -0.191 -1.402 0.168  -0.809
C -0.210 1.397 -0.204  0.238
H -0.101 -1.242 1.267  0.225
H -0.286 -2.486 -0.031  0.259
H 1.705 1.154 0.493  0.400
H -0.126 2.440 -0.010  0.176
N 1.048 0.763 -0.203  -0.796
N -1.372 0.952 -0.494  -0.611
S 1.271 -0.837 -0.584  0.474
S -1.739 -0.740 -0.403  0.443